Entry 1:
ORCA calculation (ωB97M-V/def2-TZVPD) on a cluster of 2 separate species, C4H10N3 in total.

Calculated values
**Orbital gap (spin up / spin down)**: 0.2947 / 0.2700 hartree
**Total charge**: +1
**Energy above the lowest of the compared OMol25 structures with the same formula, charge and spin**: 451.0 kJ/mol
**LUMO (spin up / spin down)**: -4.2 / -8.4 eV
**2S+1**: 3

Last column: Mulliken charge in e.
Atoms and positions in Å:
C1 -1.3326 1.5215 0.6629  -0.214
C2 -0.8106 0.8442 -0.5430  -0.525
C3 1.5776 -0.0029 -0.5809  -0.678
C4 -0.0178 -2.2356 0.0391  -0.920
N1 -0.5873 1.0287 1.7425  -0.206
N2 0.1984 0.1710 1.4433  -0.093
N3 0.2824 -0.0026 -0.0159  0.455
H1 -1.2701 2.7363 0.6659  0.335
H2 -2.4025 1.1213 0.8454  0.287
H3 -1.6248 0.1910 -1.1293  0.274
H4 -0.3564 1.5117 -1.2482  0.310
H5 2.3373 0.4909 0.0961  0.353
H6 2.1625 -0.9739 -0.5571  0.277
H7 1.5483 0.5664 -1.5472  0.340
H8 -0.1929 -2.2483 -1.0046  0.412
H9 1.1360 -2.3461 0.2251  0.216
H10 -0.6473 -2.3736 0.9058  0.378



Entry 2:
ORCA calculation (ωB97M-V/def2-TZVPD) on a structure of composition C46H34IOOsP2S.

Calculated values
**Orbital gap (spin up / spin down)**: 0.2777 / 0.1557 hartree
**Total charge**: +3
**LUMO (spin up / spin down)**: -8.5 / -12.0 eV
**2S+1**: 5

Last column: Mulliken charge in e.
Atoms and positions in Å:
Os1 -0.1576 0.1479 -0.3345  1.141
O1 0.7145 -0.8210 -3.3003  -0.729
S1 1.2169 -0.9202 -1.9361  0.756
C1 2.8623 -0.2071 -1.8705  -0.236
C2 3.9340 -0.7611 -2.5484  -0.450
C3 5.1705 -0.1328 -2.4680  -1.038
C4 5.3141 1.0378 -1.7369  -0.732
C5 4.2154 1.6290 -1.1227  -0.707
C6 2.9719 1.0131 -1.1958  0.659
P1 1.4371 1.8301 -0.6699  0.980
C7 0.8759 2.7980 -2.0893  0.508
C8 1.7031 3.7649 -2.6611  -0.248
C9 1.2332 4.5213 -3.7218  -0.817
C10 -0.0507 4.3185 -4.2124  -0.599
C11 -0.8738 3.3515 -3.6511  -1.041
C12 -0.4094 2.5911 -2.5908  0.144
C13 1.7309 2.9483 0.6994  0.644
C14 2.5096 2.5338 1.7855  -0.527
C15 2.6366 3.3583 2.8885  -0.896
C16 1.9654 4.5772 2.9268  -0.627
C17 1.1705 4.9773 1.8582  -0.852
C18 1.0456 4.1660 0.7430  -0.743
C19 1.2339 -2.6774 -1.4951  0.518
C20 2.2753 -3.5591 -1.7206  -0.945
C21 2.0613 -4.9167 -1.5103  -1.103
C22 0.8201 -5.3792 -1.0994  -0.874
C23 -0.2107 -4.4848 -0.8361  -0.475
C24 -0.0030 -3.1226 -1.0142  0.140
P2 -1.3234 -1.9180 -0.6574  0.960
C25 -2.5939 -2.2961 -1.8952  0.946
C26 -2.2978 -2.1428 -3.2528  -0.416
C27 -3.1944 -2.5966 -4.2046  -0.901
C28 -4.3960 -3.1748 -3.8121  -0.556
C29 -4.6961 -3.3129 -2.4650  -0.843
C30 -3.8053 -2.8741 -1.4995  -0.502
C31 -2.0395 -2.1850 0.9722  0.828
C32 -1.5110 -3.0286 1.9460  -1.003
C33 -2.0923 -3.0543 3.2040  -0.838
C34 -3.1789 -2.2346 3.4992  -0.655
C35 -3.6915 -1.3724 2.5359  -0.901
C36 -3.1160 -1.3322 1.2792  -0.449
H1 3.8080 -1.6506 -3.1517  0.754
H2 6.0183 -0.5592 -2.9865  0.484
H3 6.2840 1.5122 -1.6679  0.492
H4 4.3233 2.5739 -0.6043  0.542
H5 2.7040 3.9250 -2.2779  0.426
H6 1.8725 5.2721 -4.1667  0.466
H7 -0.4113 4.9158 -5.0389  0.440
H8 -1.8704 3.1954 -4.0413  0.475
H9 -1.0542 1.8270 -2.1529  0.161
H10 3.0305 1.5834 1.7543  0.551
H11 3.2669 3.0607 3.7164  0.523
H12 2.0683 5.2200 3.7910  0.474
H13 0.6553 5.9279 1.8929  0.504
H14 0.4390 4.4869 -0.0947  0.464
H15 3.2475 -3.2208 -2.0499  0.359
H16 2.8709 -5.6136 -1.6790  0.491
H17 0.6546 -6.4407 -0.9712  0.471
H18 -1.1731 -4.8429 -0.4905  0.647
H19 -1.3811 -1.6729 -3.5748  0.509
H20 -2.9569 -2.4912 -5.2543  0.474
H21 -5.1033 -3.5075 -4.5600  0.437
H22 -5.6266 -3.7712 -2.1578  0.457
H23 -4.0447 -3.0061 -0.4544  0.378
H24 -0.6742 -3.6790 1.7247  0.531
H25 -1.7057 -3.7232 3.9622  0.521
H26 -3.6369 -2.2734 4.4790  0.509
H27 -4.5393 -0.7395 2.7635  0.552
H28 -3.5050 -0.6619 0.5200  0.584
I1 1.7394 -1.3000 1.5590  0.609
C37 0.5718 -0.4616 3.1108  0.642
C38 0.8837 -0.8700 4.3998  -0.751
C39 0.2040 -0.3126 5.4753  -0.962
C40 -0.7540 0.6614 5.2444  -0.703
C41 -1.0808 1.0673 3.9373  0.431
C42 -2.0546 2.0658 3.7369  -0.852
C43 -2.4205 2.4562 2.4583  -1.143
C44 -1.8290 1.8485 1.3610  -0.519
C45 -0.8391 0.8558 1.4937  1.231
C46 -0.4343 0.4766 2.8066  0.734
H29 1.6542 -1.6097 4.5710  0.573
H30 0.4423 -0.6378 6.4791  0.488
H31 -1.2739 1.1221 6.0761  0.531
H32 -2.5057 2.5323 4.6050  0.515
H33 -3.1676 3.2260 2.3143  0.544
H34 -2.1528 2.1730 0.3761  0.433



Entry 3:
ORCA calculation (ωB97M-V/def2-TZVPD) on a cluster of 9 separate species, C59H59FN2O2S in total.

Calculated values
**Orbital gap**: 0.2905 hartree
**Total charge**: 0
**SMILES**: NCCCc1cc2c(cc1S)C(=O)N(F)C2=O.c1ccccc1.c1ccccc1.c1ccccc1.c1ccccc1.c1ccccc1.c1ccccc1.c1ccccc1.c1ccccc1
**LUMO**: -1.3 eV

Last column: Mulliken charge in e.
Atoms and positions in Å:
N1 3.1886 4.4072 2.7484  -0.689
C1 2.1149 4.9027 1.7982  -0.142
C2 1.1764 3.7226 1.2636  -0.535
C3 0.0480 3.2607 2.3509  -0.793
C4 -1.2573 4.1602 2.0216  0.135
C5 -1.2179 5.6178 2.6000  -0.374
C6 -2.4049 6.5531 2.2905  0.071
C7 -3.5903 5.9853 1.4525  0.316
C8 -3.6858 4.5622 0.8722  -0.766
C9 -2.4642 3.6171 1.1682  0.508
S1 -2.4304 1.8733 0.5134  -0.283
C10 -4.5730 7.2332 1.3939  0.260
O1 -5.8036 7.3295 1.2563  -0.489
N2 -3.6985 8.4440 1.6095  -0.167
F1 -2.8651 8.4957 0.4998  -0.158
C11 -2.7004 8.0725 2.6616  0.253
O2 -2.2232 8.7346 3.5960  -0.490
H1 4.0766 4.3867 2.2115  0.239
H2 3.2933 5.1885 3.4214  0.280
H3 2.6761 5.3208 0.8783  0.315
H4 1.5181 5.7752 2.2436  0.081
H5 0.5823 4.1481 0.3708  0.338
H6 1.7399 2.7992 0.9049  0.333
H7 0.4114 3.5133 3.4157  0.352
H8 -0.1730 2.1491 2.2194  0.302
H9 -0.3666 6.0272 3.2340  0.478
H10 -4.5863 4.2538 0.2527  0.428
H11 -3.5852 1.3230 1.0985  0.185
C12 5.8646 9.6048 4.2569  -0.402
C13 4.6627 9.6280 3.5562  -0.441
C14 3.6064 8.8166 3.9584  -0.339
C15 3.7491 7.9885 5.0681  -0.361
C16 4.9498 7.9681 5.7710  -0.413
C17 6.0091 8.7728 5.3633  -0.387
H12 6.6892 10.2352 3.9411  0.383
H13 4.5494 10.2786 2.6953  0.380
H14 2.6716 8.8299 3.4079  0.396
H15 2.9237 7.3592 5.3849  0.428
H16 5.0602 7.3236 6.6370  0.373
H17 6.9468 8.7527 5.9081  0.380
C18 -1.3094 -3.2896 -1.3611  -0.367
C19 -1.6902 -2.2326 -0.5382  -0.402
C20 -2.3528 -1.1347 -1.0772  -0.005
C21 -2.6441 -1.0966 -2.4373  -0.368
C22 -2.2671 -2.1545 -3.2591  -0.478
C23 -1.5959 -3.2493 -2.7222  -0.656
H18 -0.7894 -4.1448 -0.9412  0.447
H19 -1.4692 -2.2650 0.5240  0.356
H20 -2.6435 -0.3082 -0.4374  -0.008
H21 -3.1654 -0.2422 -2.8566  0.475
H22 -2.4961 -2.1253 -4.3197  0.527
H23 -1.2974 -4.0714 -3.3642  0.472
C24 -2.5431 -7.3077 -5.9572  -0.587
C25 -2.9230 -6.2518 -5.1348  -0.199
C26 -3.5861 -5.1528 -5.6735  -0.197
C27 -3.8777 -5.1150 -7.0339  -0.526
C28 -3.5009 -6.1728 -7.8554  -0.404
C29 -2.8299 -7.2672 -7.3184  -0.339
H24 -2.0233 -8.1626 -5.5376  0.369
H25 -2.7015 -6.2847 -4.0726  0.384
H26 -3.8765 -4.3264 -5.0330  0.419
H27 -4.3989 -4.2608 -7.4532  0.373
H28 -3.7298 -6.1439 -8.9157  0.360
H29 -2.5315 -8.0891 -7.9602  0.354
C30 -3.4761 -7.0107 0.8238  -0.565
C31 -4.3142 -8.1202 0.8745  -0.373
C32 -5.2342 -8.3452 -0.1448  -0.409
C33 -5.3095 -7.4652 -1.2205  -0.531
C34 -4.4689 -6.3577 -1.2729  -0.407
C35 -3.5552 -6.1278 -0.2491  -0.094
H30 -2.7610 -6.8337 1.6205  0.429
H31 -4.2508 -8.8099 1.7098  0.361
H32 -5.8920 -9.2066 -0.1017  0.357
H33 -6.0235 -7.6431 -2.0177  0.374
H34 -4.5265 -5.6723 -2.1127  0.534
H35 -2.9037 -5.2610 -0.2879  0.323
C36 -5.9036 1.0823 -3.8641  -0.404
C37 -6.7153 2.2123 -3.8735  -0.418
C38 -7.0015 2.8543 -5.0741  -0.403
C39 -6.4835 2.3603 -6.2677  -0.318
C40 -5.6748 1.2282 -6.2591  -0.551
C41 -5.3809 0.5913 -5.0575  -0.106
H36 -5.6778 0.5838 -2.9271  0.424
H37 -7.1248 2.5935 -2.9437  0.376
H38 -7.6290 3.7391 -5.0803  0.356
H39 -6.7107 2.8580 -7.2044  0.357
H40 -5.2725 0.8422 -7.1901  0.357
H41 -4.7458 -0.2883 -5.0505  0.345
C42 2.4275 -4.1012 3.5169  -0.503
C43 1.1534 -4.3657 3.0247  -0.739
C44 0.7743 -3.8819 1.7766  0.241
C45 1.6749 -3.1402 1.0150  -0.212
C46 2.9502 -2.8792 1.5065  -0.630
C47 3.3253 -3.3556 2.7590  -0.375
H42 2.7213 -4.4761 4.4915  0.362
H43 0.4546 -4.9495 3.6152  0.403
H44 -0.2217 -4.0829 1.3959  0.252
H45 1.3815 -2.7667 0.0393  0.403
H46 3.6524 -2.3029 0.9128  0.379
H47 4.3177 -3.1473 3.1440  0.413
C48 5.2118 -8.3999 2.5435  -0.371
C49 4.3677 -9.4911 2.7248  -0.435
C50 2.9885 -9.3258 2.6435  -0.396
C51 2.4535 -8.0700 2.3709  -0.491
C52 3.2978 -6.9797 2.1859  -0.019
C53 4.6765 -7.1432 2.2763  -0.508
H48 6.2871 -8.5285 2.6103  0.359
H49 4.7852 -10.4713 2.9306  0.351
H50 2.3304 -10.1754 2.7915  0.360
H51 1.3782 -7.9417 2.3026  0.425
H52 2.8812 -6.0028 1.9719  0.372
H53 5.3342 -6.2916 2.1374  0.362
C54 7.6387 3.8689 -0.3354  -0.385
C55 7.2003 4.0943 0.9658  -0.388
C56 6.8820 5.3841 1.3798  -0.467
C57 6.9929 6.4479 0.4892  -0.421
C58 7.4278 6.2218 -0.8129  -0.396
C59 7.7549 4.9333 -1.2244  -0.353
H54 7.8901 2.8638 -0.6570  0.357
H55 7.1072 3.2639 1.6582  0.377
H56 6.5464 5.5608 2.3967  0.540
H57 6.7400 7.4528 0.8107  0.417
H58 7.5127 7.0510 -1.5077  0.362
H59 8.0992 4.7583 -2.2379  0.356



Entry 4:
ORCA calculation (ωB97M-V/def2-TZVPD) on a structure of composition C36H34AlIN3O6PS.

Calculated values
**Orbital gap**: 0.1932 hartree
**Total charge**: 0
**LUMO**: -1.8 eV

Last column: Mulliken charge in e.
Atoms and positions in Å:
Al1 0.1766 -0.9923 -1.1619  0.843
I1 2.6886 -0.9536 -1.1619  -0.019
C1 3.6554 0.9265 -1.1098  0.446
C2 5.0577 0.7855 -1.0757  -0.844
C3 5.8775 1.8975 -1.0519  -0.799
C4 5.3008 3.1559 -1.0644  -0.866
C5 3.9081 3.3284 -1.0987  0.781
C6 3.4526 4.6523 -1.1140  -0.751
C7 2.1038 4.9503 -1.1534  -1.181
C8 1.1860 3.9150 -1.1720  -0.144
C9 1.5884 2.5560 -1.1500  0.931
P1 0.2153 1.3119 -1.1619  2.024
C10 -0.7536 1.7325 -2.6428  0.871
C11 -0.1300 2.2358 -3.7985  -1.246
C12 -0.8591 2.5101 -4.9593  -0.675
C13 -2.2276 2.2664 -4.9951  -0.665
C14 -2.8611 1.7315 -3.8775  -0.920
C15 -2.1271 1.4520 -2.7196  -0.798
C16 -0.7263 1.8332 0.3090  1.211
C17 -0.3489 1.2714 1.5430  -0.042
C18 -0.9950 1.6251 2.7306  -0.399
C19 -2.0342 2.5490 2.7070  -1.249
C20 -2.4230 3.1190 1.4980  -1.120
C21 -1.7726 2.7658 0.3105  -0.319
C22 3.0037 2.2159 -1.1193  0.406
H1 5.5255 -0.1968 -1.0699  0.408
H2 6.9577 1.7861 -1.0264  0.400
H3 5.9648 4.0199 -1.0479  0.372
H4 4.1575 5.4827 -1.0975  0.404
H5 1.7666 5.9827 -1.1687  0.443
H6 0.1336 4.1861 -1.2127  0.421
H7 0.9440 2.4112 -3.8205  0.432
H8 -0.3507 2.9024 -5.8364  0.440
H9 -2.7948 2.4755 -5.8980  0.413
H10 -3.9263 1.5176 -3.9076  0.464
H11 -2.6473 1.0023 -1.8758  0.541
H12 0.4661 0.5508 1.5940  -0.560
H13 -0.6804 1.1803 3.6709  0.454
H14 -2.5362 2.8280 3.6294  0.470
H15 -3.2301 3.8467 1.4765  0.442
H16 -2.0928 3.2498 -0.6082  0.498
N1 -1.7358 -0.9923 -1.1619  0.274
C23 -2.4368 -2.2125 -1.1616  -0.031
C24 -2.8771 -2.7754 -2.3647  -0.798
C25 -3.4906 -4.0308 -2.3772  -1.000
C26 -3.6175 -4.7467 -1.1844  -0.116
C27 -3.1170 -4.2321 0.0112  -1.139
C28 -2.5084 -2.9742 0.0121  0.316
S1 -4.4293 -6.3657 -1.2276  1.266
O1 -4.3652 -6.8189 0.1596  -0.715
O2 -5.7646 -6.0221 -1.7092  -0.678
O3 -3.5891 -7.1055 -2.1651  -0.679
H17 -2.0046 -0.3857 -1.9506  -0.154
H18 -1.8171 -0.5222 -0.2487  0.632
H19 -2.7598 -2.2405 -3.3016  0.383
H20 -3.8631 -4.4652 -3.3012  0.356
H21 -3.1929 -4.8112 0.9272  0.580
H22 -2.0959 -2.5945 0.9418  0.728
C29 0.7059 -3.8661 3.0168  -1.214
C30 1.7086 -2.7833 3.4085  -1.588
C31 1.3336 -1.3492 2.9313  3.228
C32 2.4514 -0.3758 3.4085  -1.751
C33 2.2331 1.0837 3.0167  -0.416
C34 0.0549 -0.9547 3.6141  -0.396
O4 -0.0899 -0.9100 4.8372  -0.655
N2 -0.9620 -0.6410 2.7724  0.036
C35 -0.9381 -0.6484 1.4046  -0.387
O5 -1.9814 -0.3265 0.8334  -0.641
N3 0.1766 -0.9923 0.7801  0.941
C36 1.2988 -1.3385 1.4057  -0.435
O6 2.3246 -1.6550 0.7939  -0.814
H23 1.0412 -4.8367 3.3970  0.518
H24 0.6101 -3.9523 1.9305  0.271
H25 -0.2844 -3.6699 3.4382  0.276
H26 2.6891 -3.0670 3.0044  0.486
H27 1.8121 -2.7971 4.5015  0.500
H28 3.4213 -0.6939 3.0044  0.475
H29 2.5447 -0.4226 4.5015  0.486
H30 2.2025 1.2089 1.9304  -0.055
H31 3.0570 1.6967 3.3969  0.596
H32 1.3044 1.4796 3.4381  0.234
H33 -1.8386 -0.3706 3.1846  0.454
H34 0.1766 -2.5895 -1.1619  -0.895



Entry 5:
ORCA calculation (ωB97M-V/def2-TZVPD) on the ion C5H11NO with charge -1.

Calculated values
**Orbital gap (spin up / spin down)**: 0.1202 / 0.2518 hartree
**Total charge**: -1
**Energy above the lowest of the compared OMol25 structures with the same formula, charge and spin**: 165.2 kJ/mol
**LUMO (spin up / spin down)**: 3.9 / 3.8 eV
**2S+1**: 2

Last column: Mulliken charge in e.
Atoms and positions in Å:
C1 -1.7106 0.0592 1.5264  -1.375
C2 -0.5692 0.3937 0.4421  0.617
C3 -0.0219 -0.7870 -0.2477  -1.422
C4 1.0831 -0.6618 -1.3014  -0.532
C5 2.3496 -0.3530 -0.5393  -0.363
O1 2.9465 -1.2825 0.1141  -0.738
N1 -1.0192 1.3349 -0.6225  -0.738
H1 -2.5313 -0.4156 1.0185  0.377
H2 -1.3072 -0.6364 2.2394  0.371
H3 -2.1198 0.8707 2.1410  0.367
H4 0.3814 0.8752 0.9778  0.080
H5 -0.7959 -1.2313 -0.7922  0.558
H6 0.2049 -1.5142 0.4482  0.375
H7 0.9334 0.1568 -2.0275  0.266
H8 1.3291 -1.6725 -1.7370  0.341
H9 2.7173 0.7715 -0.4105  0.260
H10 -1.7227 2.1309 -0.3217  0.243
H11 -0.1476 1.9613 -0.9075  0.313



What did the fifth record say?
ORCA calculation (ωB97M-V/def2-TZVPD) on the ion C5H11NO with charge -1.

Calculated values
**Orbital gap (spin up / spin down)**: 0.1202 / 0.2518 hartree
**Total charge**: -1
**Energy above the lowest of the compared OMol25 structures with the same formula, charge and spin**: 165.2 kJ/mol
**LUMO (spin up / spin down)**: 3.9 / 3.8 eV
**2S+1**: 2

Last column: Mulliken charge in e.
Atoms and positions in Å:
C1 -1.7106 0.0592 1.5264  -1.375
C2 -0.5692 0.3937 0.4421  0.617
C3 -0.0219 -0.7870 -0.2477  -1.422
C4 1.0831 -0.6618 -1.3014  -0.532
C5 2.3496 -0.3530 -0.5393  -0.363
O1 2.9465 -1.2825 0.1141  -0.738
N1 -1.0192 1.3349 -0.6225  -0.738
H1 -2.5313 -0.4156 1.0185  0.377
H2 -1.3072 -0.6364 2.2394  0.371
H3 -2.1198 0.8707 2.1410  0.367
H4 0.3814 0.8752 0.9778  0.080
H5 -0.7959 -1.2313 -0.7922  0.558
H6 0.2049 -1.5142 0.4482  0.375
H7 0.9334 0.1568 -2.0275  0.266
H8 1.3291 -1.6725 -1.7370  0.341
H9 2.7173 0.7715 -0.4105  0.260
H10 -1.7227 2.1309 -0.3217  0.243
H11 -0.1476 1.9613 -0.9075  0.313



Q: Which of these has the highest total charge?
A: C46H34IOOsP2S



Q: Which of these has the lowest total charge?
A: C5H11NO



Q: Which value of total charge does entry 4 give?
A: 0